This record from the OMol25 dataset describes C4H11NS in the gas phase. The level of theory is wB97M-V/def2-TZVPD.

Total charge = 0
Lowest unoccupied orbital energy = 0.60 eV

Geometry (Å):
1 C -1.19 1.34 0.55
2 H 3.11 0.45 -1.36
3 H -0.69 2.24 0.10
4 S -1.09 -0.14 -0.57
5 H -2.76 -1.15 0.96
6 H 1.39 -1.39 -1.30
7 H -2.04 -2.28 -0.03
8 C 2.12 0.49 -0.90
9 H -2.14 1.56 0.82
10 H -3.28 -1.17 -0.89
11 H 2.46 -1.24 0.13
12 H 2.13 1.11 -0.07
13 H -0.67 0.85 1.37
14 C -2.43 -1.24 -0.06
15 H 1.32 0.80 -1.50
16 N 0.62 -0.86 0.57
17 C 1.64 -0.88 -0.41

***

This record from the OMol25 dataset describes C4H11NS in the gas phase. The level of theory is wB97M-V/def2-TZVPD.

Total charge = 0
SMILES = CCNCCS
Lowest unoccupied orbital energy = 1.05 eV

Geometry (Å):
1 H 1.77 -0.14 1.48
2 H -2.53 1.80 0.68
3 H 2.70 0.70 0.21
4 H -3.47 0.21 0.44
5 C 2.16 -0.21 0.46
6 H 1.28 -0.12 -1.45
7 H -1.53 -0.90 -0.36
8 C -1.47 0.18 -0.37
9 C 0.93 -0.40 -0.45
10 C -2.52 0.72 0.60
11 H -1.82 0.47 -1.37
12 H -2.36 0.31 1.61
13 H 2.99 -1.78 -1.05
14 N -0.12 0.57 -0.06
15 S 3.37 -1.58 0.21
16 H 0.19 1.51 -0.09
17 H 0.42 -1.35 -0.48

***

Short version: gap between HOMO and LUMO = 7.86; 9.53 eV, in the order given.
Short version: relative energy (zero: lowest compared OMol25 entry of this formula, charge and spin) = 107.5; 20.8 kcal per mole, in the order given.